DFT (wB97M-V/def2-TZVPD) results for C18H23ClNO3P in the gas phase at a distorted geometry.

Cartesian coordinates (Å):
C -2.60271 -2.97951 -0.59246
C -2.38352 -2.38067 0.79081
C -0.90229 -2.21943 1.11085
O -0.27903 -1.30748 0.21351
P 0.33932 0.07248 0.76929
O 0.06442 0.30252 2.19835
C 2.08887 0.01381 0.30707
C 2.73160 -1.18597 0.03851
C 4.07524 -1.21315 -0.26339
C 4.83323 -0.03067 -0.30674
N 6.16531 -0.05317 -0.60907
C 6.90266 1.17426 -0.77821
C 6.87096 -1.30516 -0.72624
C 4.16599 1.17593 -0.03228
C 2.82267 1.19301 0.26853
C -0.45134 1.44603 -0.23564
O -0.13109 2.62899 0.44123
C -1.91576 1.14897 -0.33992
C -2.77267 1.40124 0.72526
C -4.11450 1.07223 0.64432
C -4.60133 0.47941 -0.50897
Cl -6.27494 0.05479 -0.61290
C -3.76221 0.21864 -1.58084
C -2.42486 0.55435 -1.48914
H -3.66360 -3.01560 -0.82578
H -2.10202 -2.37194 -1.34129
H -2.20148 -3.98966 -0.63899
H -2.82616 -3.02463 1.55298
H -2.86133 -1.40218 0.84952
H -0.77544 -1.85542 2.13612
H -0.38588 -3.17928 1.00314
H 2.16721 -2.10673 0.05987
H 4.53532 -2.16402 -0.47628
H 6.38879 1.84057 -1.47526
H 7.88454 0.95268 -1.18989
H 7.03895 1.70051 0.17322
H 6.68476 -1.93967 0.14412
H 6.57439 -1.85214 -1.62804
H 7.94026 -1.11504 -0.77946
H 4.70265 2.11005 -0.04068
H 2.33070 2.13193 0.47714
H 0.00150 1.51040 -1.22844
H -0.24668 2.45825 1.38803
H -2.39636 1.85822 1.62772
H -4.77672 1.26815 1.47306
H -4.15409 -0.24171 -2.47414
H -1.76483 0.35238 -2.31992

Cartesian forces (eV/Å) of the 3 atoms listed first:
C -0.03 0.10 0.22
C 0.38 0.02 -0.27
C -0.53 -0.45 0.68

Summary:
Multiplicity: 1
Lowest unoccupied orbital energy: 0.653 eV
Highest occupied orbital energy: -7.91 eV
Molecular weight: 367.8 g mol⁻¹